Record 1
{"formula": "C10H14N7O2S2Ta", "method": "the ωB97M-V functional and the def2-TZVPD basis", "charge": 4, "e_tot_ev": -48303.200, "symbols": ["Ta", "N", "C", "N", "C", "N", "N", "C", "N", "C", "C", "C", "C", "C", "N", "H", "H", "H", "H", "H", "H", "H", "H", "C", "S", "C", "O", "H", "H", "H", "H", "H", "H", "O", "S", "N"], "positions_angstrom": [[-0.5045, -1.0206, -0.5193], [-0.5382, -2.2836, 1.5681], [-0.9508, -1.0612, 2.2287], [-1.1638, -0.8068, 3.4456], [-1.5190, 0.5250, 3.6918], [-1.8281, 0.8494, 4.8984], [-1.5408, 1.5168, 2.7172], [-1.2922, 1.1482, 1.5199], [-1.0297, -0.1671, 1.2096], [-1.1835, 1.9385, 0.2894], [-1.4198, 3.2823, 0.2030], [-1.2765, 3.9135, -1.0425], [-0.8966, 3.1527, -2.1342], [-0.6788, 1.7910, -1.9834], [-0.8132, 1.1604, -0.7933], [0.2788, -2.6983, 2.0284], [-1.2738, -3.0002, 1.6057], [-1.8208, 0.1560, 5.6438], [-2.0921, 1.8050, 5.1289], [-1.7158, 3.8310, 1.0893], [-1.4632, 4.9766, -1.1432], [-0.7747, 3.5964, -3.1143], [-0.4029, 1.1885, -2.8369], [3.1846, -3.1956, -1.5160], [2.9597, -1.5493, -0.8882], [3.3899, -0.5370, -2.2817], [1.2980, -1.4060, -0.8298], [4.2761, -3.2979, -1.5919], [2.7205, -3.3157, -2.4942], [2.8240, -3.9060, -0.7725], [4.4752, -0.6817, -2.3791], [3.2075, 0.5060, -2.0261], [2.8824, -0.8691, -3.1865], [-1.9253, -2.4431, -0.8144], [-2.1778, -2.1048, -2.3450], [-1.2149, -0.9932, -2.5753]], "forces_ev_per_a": [[0.0, -0.1, 0.1], [0.0, 0.0, 0.1], [0.0, 0.1, -0.1], [0.0, -0.1, 0.0], [0.0, 0.0, 0.0], [0.0, 0.0, 0.0], [0.0, 0.0, 0.0], [0.0, 0.0, 0.0], [0.1, 0.0, 0.0], [0.0, 0.0, 0.0], [0.0, 0.0, 0.0], [0.0, 0.0, 0.0], [0.0, 0.0, 0.0], [0.0, 0.0, 0.0], [0.0, 0.0, 0.0], [0.0, 0.0, 0.0], [0.0, 0.0, 0.0], [0.0, 0.0, 0.0], [0.0, 0.0, 0.0], [0.0, 0.0, 0.0], [0.0, 0.0, 0.0], [0.0, 0.0, 0.0], [0.0, 0.0, 0.0], [0.0, 0.0, 0.0], [0.0, -0.1, 0.1], [0.0, 0.0, 0.0], [0.0, 0.1, -0.1], [0.0, 0.0, 0.0], [0.0, 0.0, 0.0], [0.0, 0.0, 0.0], [0.0, 0.0, 0.0], [0.0, 0.0, 0.0], [0.0, 0.0, 0.0], [0.0, 0.0, 0.1], [0.0, 0.0, -0.1], [0.0, 0.0, 0.0]]}

---

Record 2
{"formula": "CH12N7P", "method": "the ωB97M-V functional and the def2-TZVPD basis", "charge": 2, "e_tot_ev": -20931.825, "symbols": ["C", "N", "N", "N", "N", "N", "N", "N", "P", "H", "H", "H", "H", "H", "H", "H", "H", "H", "H", "H", "H"], "positions_angstrom": [[1.7778, 0.5462, -0.0525], [2.9162, 0.2457, 0.4277], [1.5342, 2.2446, 0.0397], [-2.6862, -1.1413, 1.1834], [-3.6901, -0.0176, -0.7357], [0.9537, -0.2334, -0.5168], [3.1790, -1.1942, 0.4918], [-0.3843, -0.0429, -1.0244], [-2.5467, 0.2965, 0.3682], [2.4251, 2.4537, 0.4904], [0.6440, 2.3941, 0.5404], [-2.2328, -1.1488, 2.0540], [-3.4163, -1.8137, 1.4018], [-4.3215, -0.8003, -0.6429], [-4.1269, 0.5306, -1.3952], [4.2260, -1.3175, 0.1957], [2.5506, -1.5665, -0.2633], [3.0471, -1.4745, 1.4588], [1.2866, 2.7662, -0.9232], [-0.4644, 0.3741, -1.9770], [-0.6710, -1.1009, -1.1209]], "forces_ev_per_a": [[-0.5, 2.3, -0.1], [3.0, 0.9, 1.7], [-1.4, -1.4, -2.9], [0.1, 0.7, 0.1], [0.2, -1.4, 1.2], [-3.5, -2.0, -2.2], [1.5, 2.0, -2.4], [-0.3, -2.7, 0.1], [-1.1, -1.2, 0.3], [-0.2, 1.0, 0.1], [1.0, 0.0, 0.7], [1.5, 0.4, 1.3], [-0.6, 0.1, -1.4], [0.3, -0.6, 0.3], [-0.3, 2.4, -1.7], [-2.3, 0.2, 0.8], [0.2, -0.7, 1.0], [-0.3, -0.7, -0.1], [1.6, -1.6, 2.4], [0.7, -0.4, 0.7], [0.4, 2.8, -0.2]]}

---

Record 3
{"formula": "C6H6N2S", "method": "the ωB97M-V functional and the def2-TZVPD basis", "spin_multiplicity": 3, "e_tot_ev": -20124.987, "symbols": ["C", "C", "C", "C", "C", "C", "N", "N", "S", "H", "H", "H", "H", "H", "H"], "positions_angstrom": [[-3.4942, -1.6625, 0.4249], [-2.8948, -0.6541, 0.1583], [-1.9944, 0.2811, -0.2393], [2.0126, -0.0487, 0.3926], [-1.2138, 1.1141, -0.6064], [1.6713, -1.3584, -0.0681], [2.2258, 0.9800, 0.8908], [-0.2834, 2.0119, -1.0152], [2.5183, 2.3044, 1.6294], [-3.9373, -2.3676, 1.0231], [2.1992, -1.3526, -1.0860], [2.1876, -2.0809, 0.6284], [0.5727, -1.4315, -0.1567], [0.1194, 2.5580, -0.2787], [0.3110, 1.7070, -1.6970]], "forces_ev_per_a": [[-2.5, -4.4, -0.3], [5.8, 7.3, -1.9], [-7.1, -6.7, 2.9], [0.0, 2.0, 1.3], [6.1, 6.0, -2.9], [1.4, -0.3, -1.2], [-0.6, -3.6, -1.6], [-3.6, -1.3, 2.9], [0.5, 2.8, 1.2], [-0.9, -1.0, 1.4], [-1.0, -0.9, 1.1], [-0.9, 0.4, -0.9], [0.6, -0.4, 0.0], [0.4, 0.7, 0.2], [1.8, -0.6, -2.3]]}